C30H75O20P5 | ωB97M-V/def2-TZVPD

Last columns: bonded neighbours and bond lengths (Å).
Atoms and positions in Å:
1 C 1.75980 -1.48954 -3.82414  C2 1.518, H12 1.090, H13 1.097, H14 1.089
2 C 0.82893 -0.48418 -3.17154  C1 1.518, O3 1.424, H15 1.098, H16 1.091
3 O 0.74551 -0.86108 -1.80130  C2 1.424, P4 1.631
4 P -0.29628 -0.02098 -0.86974  O3 1.631, O5 1.468, O6 1.609, O9 1.607
5 O -0.51958 1.38250 -1.23714  P4 1.468
6 O 0.23654 -0.18066 0.64007  P4 1.609, C7 1.444
7 C 1.32381 0.64478 1.11178  O6 1.444, C8 1.540, H17 1.089, H18 1.087
8 C 2.56487 0.52869 0.20715  C7 1.540, H19 1.090, H20 1.095, H21 1.088
9 O -1.57209 -0.99653 -0.80517  P4 1.607, C10 1.418
10 C -2.54740 -0.79545 0.20372  O9 1.418, C11 1.528, H22 1.094, H23 1.092
11 C -3.70130 0.08086 -0.28121  C10 1.528, H24 1.097, H25 1.091, H26 1.087
12 H 2.70357 -1.43685 -3.28110  C1 1.090
13 H 1.32842 -2.48923 -3.68870  C1 1.097
14 H 1.96857 -1.52233 -4.89232  C1 1.089
15 H 1.35327 0.47765 -3.24017  C2 1.098
16 H -0.10066 -0.28807 -3.70708  C2 1.091
17 H 0.97483 1.67512 1.06317  C7 1.089
18 H 1.58361 0.18623 2.06216  C7 1.087
19 H 2.71981 -0.51499 -0.06456  C8 1.090
20 H 2.33447 1.04045 -0.73349  C8 1.095
21 H 3.48331 1.00771 0.54112  C8 1.088
22 H -2.98992 -1.77476 0.41013  C10 1.094
23 H -2.17714 -0.51210 1.19115  C10 1.092
24 H -4.31571 -0.56156 -0.92472  C11 1.097
25 H -4.39988 0.30462 0.52580  C11 1.091
26 H -3.45972 0.92287 -0.92540  C11 1.087
27 C -0.18113 1.50045 10.28420  C28 1.517, H38 1.093, H39 1.094, H40 1.089
28 C 0.65172 1.87826 9.07367  C27 1.517, O29 1.414, H41 1.091, H42 1.093
29 O 0.08214 1.23286 7.95136  C28 1.414, P30 1.571
30 P 0.67770 1.29212 6.49919  O29 1.571, O31 1.475, O32 1.594, O35 1.654
31 O 0.05674 0.52719 5.40133  P30 1.475
32 O 0.73728 2.84895 6.16050  P30 1.594, C33 1.437
33 C 1.76423 3.40845 5.32536  O32 1.437, C34 1.520, H43 1.094, H44 1.091
34 C 1.63580 3.05837 3.85212  C33 1.520, H45 1.090, H46 1.085, H47 1.093
35 O 2.25269 0.89035 6.80671  P30 1.654, C36 1.447
36 C 2.99804 0.05560 5.88963  O35 1.447, C37 1.508, H48 1.092, H49 1.093
37 C 4.41172 0.58006 5.90745  C36 1.508, H50 1.090, H51 1.092, H52 1.090
38 H -1.18742 1.91634 10.19398  C27 1.093
39 H -0.36980 0.42448 10.34383  C27 1.094
40 H 0.29061 1.73692 11.23703  C27 1.089
41 H 0.63478 2.96375 8.96146  C28 1.091
42 H 1.66346 1.54431 9.31812  C28 1.093
43 H 1.55153 4.47934 5.39677  C33 1.094
44 H 2.70916 3.28897 5.85680  C33 1.091
45 H 1.95901 2.04324 3.61960  C34 1.090
46 H 0.63639 3.19834 3.45474  C34 1.085
47 H 2.30341 3.73780 3.31708  C34 1.093
48 H 2.82404 -0.94805 6.28311  C36 1.092
49 H 2.58190 0.16362 4.88421  C36 1.093
50 H 4.40178 1.60191 5.52915  C37 1.090
51 H 4.78236 0.67004 6.93073  C37 1.092
52 H 5.08015 -0.09104 5.36745  C37 1.090
53 C -1.42110 -7.27771 5.63261  C54 1.511, H64 1.095, H65 1.091, H66 1.092
54 C -1.89005 -6.14174 4.75411  C53 1.511, O55 1.438, H67 1.090, H68 1.087
55 O -0.89329 -5.89138 3.74835  C54 1.438, P56 1.599
56 P -0.90952 -6.71265 2.37636  O55 1.599, O57 1.470, O58 1.594, O61 1.614
57 O -2.20944 -6.84958 1.70401  P56 1.470
58 O 0.17958 -5.94220 1.50430  P56 1.594, C59 1.437
59 C -0.16730 -4.62746 1.04066  O58 1.437, C60 1.539, H69 1.086, H70 1.089
60 C 1.12004 -3.91745 0.58575  C59 1.539, H71 1.090, H72 1.092, H73 1.089
61 O -0.19176 -8.10524 2.76411  P56 1.614, C62 1.466
62 C -0.31873 -9.23834 1.84238  O61 1.466, C63 1.528, H74 1.087, H75 1.089
63 C 0.11216 -8.87571 0.42158  C62 1.528, H76 1.086, H77 1.088, H78 1.091
64 H -1.98315 -7.39056 6.56559  C53 1.095
65 H -1.47984 -8.25470 5.14960  C53 1.091
66 H -0.39068 -7.20903 5.98865  C53 1.092
67 H -2.84253 -6.42171 4.30312  C54 1.090
68 H -2.04920 -5.25203 5.35839  C54 1.087
69 H -0.81195 -4.71879 0.17106  C59 1.086
70 H -0.51767 -4.03673 1.88525  C59 1.089
71 H 1.92068 -3.99835 1.32165  C60 1.090
72 H 1.51732 -4.33615 -0.34091  C60 1.092
73 H 0.93645 -2.86092 0.39337  C60 1.089
74 H 0.34997 -9.98254 2.26675  C62 1.087
75 H -1.37507 -9.48769 1.93464  C62 1.089
76 H -0.74280 -8.50972 -0.13978  C63 1.086
77 H 0.91319 -8.14145 0.48312  C63 1.088
78 H 0.56259 -9.75949 -0.03247  C63 1.091
79 C -3.72051 9.35804 3.16961  C80 1.514, H90 1.088, H91 1.093, H92 1.091
80 C -3.24918 8.29453 2.19999  C79 1.514, O81 1.445, H93 1.088, H94 1.089
81 O -1.93336 8.71283 1.77278  C80 1.445, P82 1.596
82 P -0.67565 7.73131 1.79709  O81 1.596, O83 1.460, O84 1.590, O87 1.665
83 O 0.07047 7.57552 3.04241  P82 1.460
84 O -1.29051 6.39141 1.20139  P82 1.590, C85 1.468
85 C -0.59336 5.09965 1.23854  O84 1.468, C86 1.517, H95 1.087, H96 1.092
86 C -1.59194 4.11588 1.81899  C85 1.517, H97 1.092, H98 1.091, H99 1.088
87 O 0.27770 8.26242 0.54013  P82 1.665, C88 1.450
88 C -0.20375 9.41040 -0.20292  O87 1.450, C89 1.534, H100 1.085, H101 1.089
89 C -1.17860 8.92297 -1.28285  C88 1.534, H102 1.089, H103 1.091, H104 1.095
90 H -3.08657 9.35745 4.05439  C79 1.088
91 H -3.65087 10.32888 2.67237  C79 1.093
92 H -4.77109 9.31385 3.45950  C79 1.091
93 H -3.15293 7.32528 2.68562  C80 1.088
94 H -3.94647 8.23014 1.36641  C80 1.089
95 H -0.21870 4.85996 0.24712  C85 1.087
96 H 0.20478 5.33683 1.94527  C85 1.092
97 H -0.98002 3.32853 2.26529  C86 1.092
98 H -2.17288 4.49390 2.66205  C86 1.091
99 H -2.35068 3.74032 1.13562  C86 1.088
100 H -0.68606 10.19826 0.36581  C88 1.085
101 H 0.68812 9.71143 -0.75137  C88 1.089
102 H -0.70666 8.15265 -1.89100  C89 1.089
103 H -2.12776 8.54001 -0.90632  C89 1.091
104 H -1.49456 9.74392 -1.93575  C89 1.095
105 C 2.13227 -0.43907 -7.59340  C106 1.526, H116 1.092, H117 1.093, H118 1.089
106 C 1.91253 -0.33397 -9.09978  C105 1.526, O107 1.430, H119 1.090, H120 1.093
107 O 1.60430 -1.58768 -9.71357  C106 1.430, P108 1.584
108 P 0.20168 -2.29069 -9.49703  O107 1.584, O109 1.470, O110 1.599, O113 1.620
109 O -0.90533 -1.34684 -9.28572  P108 1.470
110 O 0.46985 -3.31325 -8.29756  P108 1.599, C111 1.436
111 C -0.48177 -4.37733 -8.14420  O110 1.436, C112 1.522, H121 1.095, H122 1.091
112 C -0.52799 -4.75029 -6.66918  C111 1.522, H123 1.094, H124 1.088, H125 1.088
113 O 0.08683 -3.31473 -10.74641  P108 1.620, C114 1.442
114 C -0.18346 -2.89826 -12.09988  O113 1.442, C115 1.496, H126 1.088, H127 1.098
115 C -0.20500 -1.42589 -12.36295  C114 1.496, H128 1.092, H129 1.088, H130 1.094
116 H 1.20083 -0.67680 -7.07512  C105 1.092
117 H 2.78415 -1.27263 -7.31965  C105 1.093
118 H 2.66265 0.46029 -7.28375  C105 1.089
119 H 1.15148 0.35875 -9.45866  C106 1.090
120 H 2.90321 -0.02888 -9.44619  C106 1.093
121 H -1.45916 -4.01296 -8.47721  C111 1.095
122 H -0.23997 -5.24589 -8.75895  C111 1.091
123 H 0.41253 -5.25672 -6.43234  C112 1.094
124 H -0.55975 -3.82942 -6.09132  C112 1.088
125 H -1.29804 -5.48747 -6.45340  C112 1.088
126 H 0.48681 -3.49952 -12.71066  C114 1.088
127 H -1.21839 -3.15924 -12.35580  C114 1.098
128 H -0.30136 -1.30555 -13.44358  C115 1.092
129 H -1.01103 -0.97215 -11.79049  C115 1.088
130 H 0.72733 -0.91668 -12.09967  C115 1.094

Results
Strongest force on any atom ... 2.84 eV/A
E_tot ... -119733.0555 eV
LUMO energy ... 0.62 eV
SMILES ... CCOP(=O)(OCC)OCC.CCOP(=O)(OCC)OCC.CCOP(=O)(OCC)OCC.CCOP(=O)(OCC)OCC.CCOP(=O)(OCC)OCC
Energy above the lowest of the compared OMol25 structures with the same formula, charge and spin ... 1.619 eV

Atomic partial charges in e from the Löwdin method, atoms 1 to 6: C -0.061; C -0.285; O -0.198; P 0.444; O -0.224; O -0.203